The following is a DFT calculation (the ωB97M-V functional and the def2-TZVPD basis) of a molecular structure, C26H23N7O9Ru in a non-equilibrium geometry.

The geometry in XYZ format:
```
66
Properties=species:S:1:pos:R:3:forces:R:3
Ru -0.3853 -1.1494 -0.3766 1.6 3.0 0.8
O 0.3347 -1.2198 3.7058 -0.2 -0.1 -0.1
C 0.4696 -0.6115 2.4228 -0.3 0.6 0.2
O -0.5514 -1.0302 1.6109 0.1 -0.2 0.8
C 1.8038 -1.0000 1.8313 0.1 0.0 0.0
C 3.0698 -0.7443 2.3410 0.0 0.0 0.0
C 4.1586 -1.0995 1.5623 0.0 0.0 -0.1
C 3.9590 -1.6898 0.3116 0.1 0.1 0.2
C 2.6617 -1.9226 -0.0866 -0.1 -0.2 0.1
N 1.6311 -1.5890 0.6774 0.4 -0.1 -0.4
C 2.2154 -2.5888 -1.3700 -0.4 -0.2 -0.2
O 3.0585 -2.8782 -2.2171 -0.1 0.0 0.1
O 0.9541 -2.7901 -1.3936 -0.2 -0.2 -0.1
H -0.3820 -1.8526 3.5561 0.0 0.0 0.0
H 3.1787 -0.2737 3.3093 0.0 0.0 0.0
H 5.1638 -0.9041 1.9167 0.0 0.0 0.0
H 4.7684 -1.9761 -0.3457 0.0 0.0 0.0
C 0.4366 0.8768 2.5812 0.0 -0.4 -0.1
C 0.4219 2.0709 2.4692 0.2 0.4 -0.1
C 0.4458 3.4783 2.1673 -0.1 -0.2 0.1
C 0.0154 3.8997 0.9058 0.0 0.0 -0.1
C 0.0306 5.2473 0.5795 0.0 0.0 0.0
C 0.4747 6.1882 1.5015 0.0 0.0 0.0
C 0.9081 5.7725 2.7543 0.0 0.0 0.0
C 0.8949 4.4253 3.0874 0.0 0.0 0.0
H -0.3171 3.1502 0.1951 0.0 0.0 0.0
H -0.3054 5.5640 -0.4005 0.0 0.0 0.0
H 0.4846 7.2402 1.2439 0.0 0.0 0.0
H 1.2587 6.5003 3.4757 0.0 0.0 0.0
H 1.2352 4.0935 4.0598 0.0 0.0 0.0
C -5.7910 -2.1283 1.8484 0.0 0.1 0.0
N -4.7042 -1.3371 1.2942 -0.2 0.2 0.1
C -4.8262 0.0098 1.0992 -0.1 -0.3 0.1
C -3.8464 0.7516 0.5529 0.2 0.2 -0.1
C -2.6551 0.0420 0.1869 0.1 -0.1 -0.2
O -1.6101 0.5593 -0.3456 0.0 -0.7 0.3
N -2.5624 -1.2568 0.3872 -0.7 -1.3 -0.4
C -3.5372 -2.0201 0.9130 0.1 -0.1 -0.1
O -3.4800 -3.2375 1.0752 0.0 0.2 -0.1
H -6.5772 -1.4537 2.1819 0.0 0.0 0.0
H -5.4331 -2.7223 2.6855 0.0 0.0 0.0
H -6.1875 -2.8151 1.1020 0.0 0.0 0.0
H -5.7662 0.4403 1.4177 0.0 0.0 0.0
H -3.9375 1.8159 0.4008 0.0 0.0 0.0
N -1.2764 -3.5722 -3.6228 0.0 -0.2 0.1
C -1.7424 -3.2119 -2.3912 -0.3 0.5 -0.1
N -1.8772 -4.2065 -1.4621 -0.1 -0.2 0.0
O -2.1035 -2.0544 -2.1592 -0.2 -0.5 -0.4
H -0.7205 -4.4116 -3.6543 0.0 0.0 0.0
H -0.8628 -2.7728 -4.1004 0.0 0.1 0.0
H -1.2012 -4.9497 -1.4683 0.0 0.0 0.0
H -2.2582 -3.9390 -0.5628 0.1 0.1 0.0
C 3.3385 1.8152 -1.4384 0.0 -0.1 0.0
N 2.4724 1.0074 -2.2837 0.1 0.2 0.1
C 2.7864 0.7028 -3.5867 0.0 0.1 0.1
C 1.9754 -0.0506 -4.3286 -0.1 -0.1 0.0
C 0.7400 -0.5939 -3.7503 -0.1 0.1 0.2
O -0.0243 -1.2524 -4.4492 0.1 0.1 -0.1
N 0.4962 -0.3056 -2.4197 0.3 -0.1 -0.5
C 1.3456 0.4583 -1.7231 -0.5 -0.2 -0.4
O 1.1119 0.6541 -0.5063 0.1 -0.4 0.1
H 4.1607 2.1858 -2.0475 0.0 0.0 0.0
H 3.7299 1.2227 -0.6113 0.0 0.0 0.0
H 2.7872 2.6529 -1.0150 0.0 0.0 0.0
H 3.7271 1.0986 -3.9466 0.0 0.0 0.0
H 2.2167 -0.3131 -5.3474 0.0 0.0 0.0
```
Positions in Å, forces in eV/Å.

Output
LUMO energy (alpha / beta)   2.609 / 2.609 eV
HOMO level (alpha / beta)   -5.3 / -5.2 eV
Multiplicity   2
Energy relative to the best compared isomer or geometry (same formula, charge and spin)   47.7 kJ/mol
Kohn-Sham gap (alpha / beta)   7.96 / 7.76 eV
Net charge   -1


The following is a DFT calculation (the ωB97M-V functional and the def2-TZVPD basis) of a molecular structure, C26H24Cl2F6GeMoNO9S2 in a non-equilibrium geometry.

The geometry in XYZ format:
```
72
Properties=species:S:1:pos:R:3:forces:R:3
Mo -1.0495 -0.2545 -0.0977 1.0 0.5 0.6
C -3.6029 -1.8734 -3.7883 0.0 0.0 0.0
C -4.1461 -1.7568 -2.3709 0.1 -0.1 0.1
C -5.6612 -1.7838 -2.3256 0.0 -0.1 0.0
O -3.5878 -2.8198 -1.5790 0.0 -0.1 -0.2
C -3.6146 -0.4739 -1.7100 -0.2 -0.2 -0.2
O -4.3558 0.4094 -1.3299 0.0 0.1 -0.1
O -2.3159 -0.4539 -1.6417 -0.1 0.1 0.1
H -3.9516 -2.8040 -4.2400 0.0 0.0 0.0
H -2.5153 -1.8775 -3.7576 0.0 0.0 0.0
H -3.9406 -1.0350 -4.4013 0.0 0.0 0.0
H -6.0302 -2.6843 -2.8245 0.0 0.0 0.0
H -6.0721 -0.9098 -2.8278 0.0 0.0 0.0
H -6.0023 -1.7704 -1.2909 0.0 0.0 0.0
H -4.2681 -3.4808 -1.4145 0.0 0.1 0.1
F 0.3920 -2.6795 2.3037 0.0 0.0 0.0
C 0.3237 -3.7752 1.5697 0.0 0.0 0.0
F 0.0853 -4.8212 2.3648 0.0 0.0 0.0
F 1.4895 -3.9647 0.9530 0.0 0.0 0.0
S -1.0058 -3.6480 0.2942 -0.1 0.1 -0.3
O -0.7539 -2.3393 -0.3185 0.3 -0.3 0.1
O -0.7773 -4.7565 -0.5691 0.0 -0.1 0.1
N -2.3329 -3.7854 1.0851 -0.1 0.3 0.1
S -3.3802 -2.6632 1.4825 0.2 -0.2 -0.1
O -3.0010 -1.3087 1.1552 -0.1 -0.3 0.0
O -4.7114 -3.0951 1.1999 -0.1 0.0 0.0
C -3.2564 -2.7369 3.3175 0.0 0.0 0.0
F -3.6120 -3.9471 3.7541 0.0 0.0 0.0
F -2.0199 -2.4802 3.7218 0.0 0.0 0.0
F -4.0837 -1.8343 3.8455 0.0 0.0 0.0
C 0.3311 0.4039 -0.9033 -0.5 -0.1 0.0
Ge 1.9762 1.2254 -0.3415 0.0 0.0 0.0
C 3.1333 1.6436 -1.8646 0.0 -0.1 0.0
C 3.9046 2.8034 -1.8878 0.0 -0.1 0.0
C 4.7442 3.0765 -2.9596 0.0 0.0 0.0
C 4.8204 2.1915 -4.0247 0.0 0.0 0.0
C 4.0492 1.0379 -4.0200 0.0 0.0 0.0
C 3.2095 0.7694 -2.9479 0.0 0.0 0.0
C 1.4973 2.9363 0.4731 0.2 0.0 -0.1
C 2.1963 3.5090 1.5337 -0.1 0.0 0.0
C 1.8572 4.7709 2.0073 0.0 0.0 0.0
C 0.8314 5.4863 1.4091 0.0 0.0 0.0
C 0.1441 4.9392 0.3341 -0.1 -0.1 0.0
C 0.4726 3.6710 -0.1252 0.0 0.0 0.0
C 2.8920 -0.0286 0.8375 0.0 0.1 0.0
C 3.5609 -1.1118 0.2684 0.1 0.1 0.0
C 4.2020 -2.0464 1.0668 0.0 0.0 0.0
C 4.1788 -1.9076 2.4475 0.0 0.0 0.0
C 3.5023 -0.8439 3.0231 0.0 0.0 0.0
C 2.8577 0.0915 2.2238 -0.1 -0.1 0.0
H 3.8431 3.5054 -1.0636 0.0 0.0 0.0
H 5.3368 3.9832 -2.9650 0.0 0.0 0.0
H 5.4739 2.4043 -4.8617 0.0 0.0 0.0
H 4.0957 0.3508 -4.8558 0.0 0.0 0.0
H 2.5882 -0.1193 -2.9633 0.0 0.0 0.0
H 3.0085 2.9677 2.0029 0.0 0.0 0.0
H 2.3972 5.1956 2.8444 0.0 0.0 0.0
H 0.5665 6.4688 1.7789 0.0 0.0 0.0
H -0.6590 5.4923 -0.1380 0.0 0.0 0.0
H -0.0787 3.2431 -0.9557 0.0 0.0 0.0
H 3.5836 -1.2309 -0.8090 0.0 0.0 0.0
H 4.7083 -2.8890 0.6128 0.0 0.0 0.0
H 4.6718 -2.6410 3.0738 0.0 0.0 0.0
H 3.4507 -0.7524 4.1009 0.0 0.0 0.0
H 2.2633 0.8672 2.6874 0.0 0.0 0.0
O -0.4752 -0.0766 1.6455 -0.5 -0.4 -0.3
O -0.1873 0.2549 2.8967 0.1 0.0 -0.1
Cl -3.4196 3.2311 2.7919 0.1 0.0 0.0
C -2.0894 2.3272 2.0505 0.0 0.1 0.0
Cl -2.6180 1.7115 0.4505 0.0 0.4 0.0
H -1.8008 1.4885 2.6785 -0.1 0.0 0.0
H -1.2626 3.0039 1.8876 0.1 0.0 0.0
```
Positions in Å, forces in eV/Å.

Output
LUMO energy (alpha / beta)   2.518 / 2.517 eV
HOMO level (alpha / beta)   -5.1 / -4.9 eV
Energy relative to the best compared isomer or geometry (same formula, charge and spin)   193.7 kJ/mol
Kohn-Sham gap (alpha / beta)   7.61 / 7.41 eV
Net charge   -1


The following is a DFT calculation (the ωB97M-V functional and the def2-TZVPD basis) of a molecular structure, C26H24F9NO3PPtS.

The geometry in XYZ format:
```
66
Properties=species:S:1:pos:R:3:forces:R:3
Pt 0.2927 -1.2017 0.3532 0.2 0.0 0.3
N 0.1550 -2.3811 2.1834 0.0 0.0 0.0
C -0.9953 -3.3194 2.1784 0.1 0.0 0.0
C -0.8346 -4.3649 1.0937 0.1 0.0 0.1
C -1.1331 -3.8929 -0.3174 0.1 0.3 -0.4
O -1.7827 -4.5823 -1.0649 0.0 0.0 0.0
O -0.6217 -2.7376 -0.7187 -0.2 -0.5 -0.1
H 1.0209 -2.9067 2.2576 0.1 0.0 0.1
H 0.1115 -1.7699 2.9931 0.0 0.0 0.0
H -1.8978 -2.7357 2.0152 -0.1 0.1 0.0
H -1.0805 -3.7943 3.1553 0.0 0.0 0.1
H -1.5014 -5.2007 1.2862 0.0 -0.1 0.0
H 0.1891 -4.7610 1.1108 -0.1 0.0 0.0
F -1.6590 7.1764 -2.1128 0.1 0.1 0.0
C -2.8095 6.4840 -2.1254 0.0 -0.1 0.0
F -3.6115 7.0345 -1.2050 -0.1 0.0 0.1
F -3.3741 6.6682 -3.3238 0.0 0.0 -0.1
C -2.5608 5.0249 -1.8391 0.0 0.0 0.0
C -2.4123 4.6088 -0.5256 0.0 -0.1 0.0
C -2.1509 3.2734 -0.2498 0.0 0.0 0.0
C -2.0426 2.3488 -1.2853 0.0 0.0 0.0
C -2.2142 2.7802 -2.6023 0.0 0.0 0.0
C -2.4602 4.1157 -2.8817 0.0 -0.1 0.0
P -1.7327 0.5532 -1.0695 0.0 0.2 0.0
C -1.7289 0.3920 0.7758 0.0 -0.1 -0.1
C -0.6937 0.8027 1.6384 -0.2 0.3 0.1
C -0.8177 0.6513 3.0169 0.2 0.0 -0.1
C -1.9604 0.0786 3.5423 -0.1 -0.1 0.0
C -3.0097 -0.3070 2.7149 0.0 0.0 0.0
C -2.8881 -0.1578 1.3445 0.1 -0.1 0.0
C -2.0084 -0.1871 5.0252 -0.1 0.1 -0.1
F -1.5799 0.8615 5.7311 0.0 0.0 0.0
F -3.2305 -0.5076 5.4439 0.0 0.0 0.1
F -1.1910 -1.2264 5.3167 0.0 -0.1 0.0
C 0.0963 0.4882 -1.4184 -0.2 0.1 -0.2
C 0.5362 -0.5683 -2.2359 0.1 0.1 0.0
C 1.8392 -0.5799 -2.7446 -0.1 0.0 0.0
C 2.6943 0.4523 -2.4354 0.0 0.1 0.0
C 2.2686 1.5338 -1.6554 0.1 0.0 0.1
C 0.9861 1.5573 -1.1649 0.0 0.0 0.1
C 4.1001 0.4647 -2.9809 -0.4 0.2 -0.1
F 4.4961 -0.7608 -3.3513 0.1 -0.1 -0.2
F 4.9664 0.8976 -2.0485 0.2 0.1 0.0
F 4.2085 1.2703 -4.0381 0.1 0.0 0.0
H -2.5071 5.3240 0.2810 0.0 0.0 0.0
H -2.0466 2.9627 0.7830 0.0 0.0 0.0
H -2.1626 2.0641 -3.4178 0.0 0.1 0.0
H -2.5934 4.4460 -3.9037 0.0 0.0 0.0
H 0.1679 1.3419 1.2599 0.0 -0.1 0.0
H -0.0208 0.9804 3.6746 0.0 0.0 0.0
H -3.9075 -0.7331 3.1434 0.0 0.0 0.0
H -3.6951 -0.4766 0.6936 0.0 0.0 0.0
H -0.1529 -1.3623 -2.4923 0.0 0.0 0.0
H 2.1672 -1.3933 -3.3766 -0.1 0.0 0.0
H 2.9507 2.3483 -1.4435 0.0 0.0 0.0
H 0.6493 2.4197 -0.6002 0.0 0.0 -0.1
C 4.7977 -2.0375 -0.7284 0.1 0.1 0.2
S 3.1077 -2.5748 -0.7028 -0.2 0.1 -0.3
C 3.3326 -4.1374 0.1198 0.0 0.0 0.2
O 2.4543 -1.6446 0.3347 0.1 -0.4 0.0
H 5.2103 -2.1126 0.2787 0.0 0.0 -0.1
H 4.8095 -1.0040 -1.0755 0.1 -0.3 0.2
H 5.3384 -2.6719 -1.4326 0.0 0.1 0.0
H 4.0776 -4.7203 -0.4236 -0.1 0.0 0.0
H 2.3787 -4.6638 0.1085 0.1 0.0 0.0
H 3.6660 -3.9299 1.1380 0.0 -0.1 0.0
```
Positions in Å, forces in eV/Å.

Output
LUMO energy (alpha / beta)   -3.389 / -4.832 eV
HOMO level (alpha / beta)   -11.3 / -11.9 eV
Multiplicity   3
Energy relative to the best compared isomer or geometry (same formula, charge and spin)   50.6 kJ/mol
Kohn-Sham gap (alpha / beta)   7.92 / 7.04 eV
Net charge   +1